Entry 1:
C51H65Cl2GeN9O9P2SSr | ωB97M-V/def2-TZVPD

Last column: Löwdin charge in e.
Cartesian coordinates (Å):
Sr (-0.4663, 1.9436, 0.6124)  1.3944
C (0.1373, 4.8258, -2.7368)  -0.0474
O (-0.8143, 5.1166, -1.6504)  0.0075
C (-0.8380, 4.0595, -0.8548)  -0.3510
N (-0.2743, 2.9775, -1.3096)  -0.0465
C (0.4442, 3.3209, -2.5749)  -0.2088
C (1.9441, 3.0044, -2.5605)  -0.1701
C (2.6957, 3.4558, -3.6422)  -0.0713
C (4.0620, 3.1805, -3.7394)  -0.1169
C (4.6877, 2.4366, -2.7474)  -0.0989
C (3.9474, 2.0019, -1.6454)  -0.0611
C (2.5935, 2.2808, -1.5423)  -0.0163
C (-1.6952, 4.2864, 0.4454)  -0.2774
C (-2.5065, 5.4946, 0.4002)  -0.0171
C (-3.4836, 5.6604, 1.3271)  -0.0630
C (-3.8143, 4.6209, 2.2324)  -0.0299
C (-3.2137, 3.4236, 2.0291)  -0.2151
N (-2.2745, 3.1877, 1.0793)  -0.0598
C (-3.6641, 2.2380, 2.8379)  -0.3197
N (-4.0698, 1.1412, 2.3852)  0.1823
C (-4.4359, 0.2933, 3.5425)  -0.2380
C (-4.0933, 1.1770, 4.7559)  -0.0599
O (-3.6965, 2.4556, 4.1773)  0.0041
C (-3.7119, -1.0344, 3.5567)  -0.1883
C (-4.2697, -2.0984, 4.2733)  -0.0699
C (-3.6093, -3.3214, 4.3508)  -0.1114
C (-2.3835, -3.4894, 3.7004)  -0.0838
C (-1.8289, -2.4350, 2.9863)  -0.0866
C (-2.4872, -1.2088, 2.9199)  -0.0643
H (1.0173, 5.4314, -2.5759)  0.1157
H (-0.3377, 5.0770, -3.6744)  0.1178
H (-0.0010, 2.7287, -3.3636)  0.1233
H (2.2124, 4.0426, -4.4248)  0.1116
H (4.6294, 3.5477, -4.5893)  0.0903
H (5.7466, 2.2111, -2.8185)  0.0901
H (4.4304, 1.4500, -0.8438)  0.0882
H (2.0712, 1.9664, -0.6264)  0.0935
H (-2.2314, 6.2815, -0.2804)  0.1106
H (-4.0360, 6.5895, 1.3527)  0.0986
H (-4.5555, 4.7397, 3.0088)  0.1070
H (-5.5050, 0.0983, 3.4919)  0.1338
H (-3.2501, 0.7755, 5.3108)  0.0957
H (-4.9274, 1.3479, 5.4240)  0.1153
H (-5.2308, -1.9666, 4.7728)  0.0975
H (-4.0486, -4.1397, 4.9126)  0.0823
H (-1.8609, -4.4414, 3.7584)  0.0976
H (-0.8738, -2.5202, 2.4648)  0.0501
H (-2.0114, -0.4233, 2.3572)  0.0476
Cl (-3.1723, -0.8928, -0.4947)  0.6061
C (-4.7353, -0.0817, -0.5731)  -0.9762
Cl (-4.7314, 1.4399, -1.5439)  0.4625
H (-4.9886, 0.2028, 0.4242)  -0.0303
H (-5.4524, -0.7476, -1.0287)  0.0104
C (2.4218, -2.9199, -4.4148)  -0.1026
N (2.1426, -1.6799, -3.7011)  -0.2962
C (2.7898, -1.5302, -2.3747)  -0.0652
P (0.9281, -0.7036, -4.1388)  0.4509
O (0.7016, 0.3576, -3.1342)  -0.2105
O (-0.2642, -1.7406, -4.4568)  -0.2797
P (-1.7706, -1.9717, -3.9572)  0.4254
O (-2.4113, -0.7844, -3.3680)  -0.2996
N (-2.5530, -2.4694, -5.3202)  -0.3019
C (-1.8182, -3.2502, -6.3127)  -0.1137
C (-3.6278, -1.6364, -5.8722)  -0.1054
N (-1.5053, -3.3679, -3.1395)  -0.2704
C (-2.6737, -4.2008, -2.7909)  -0.1013
C (-0.4847, -3.3364, -2.0398)  -0.0713
N (1.2537, -0.2449, -5.7078)  -0.2735
C (0.2294, 0.7046, -6.2166)  -0.1021
C (2.6119, 0.3325, -5.8875)  -0.0940
H (3.4780, -2.9743, -4.6887)  0.0766
H (1.8306, -2.9805, -5.3283)  0.0720
H (2.1847, -3.7857, -3.7916)  0.0786
H (3.8758, -1.4618, -2.4919)  0.0826
H (2.5544, -2.3823, -1.7308)  0.0797
H (2.4336, -0.6328, -1.8780)  0.0563
H (-1.0605, -3.8685, -5.8247)  0.0753
H (-1.3146, -2.6032, -7.0430)  0.0788
H (-2.5048, -3.9087, -6.8517)  0.0753
H (-4.0389, -0.9962, -5.0967)  0.0706
H (-4.4266, -2.2726, -6.2664)  0.0747
H (-3.2639, -0.9998, -6.6890)  0.0760
H (-3.4395, -4.1179, -3.5610)  0.0685
H (-3.1008, -3.9113, -1.8299)  0.0705
H (-2.3610, -5.2469, -2.7328)  0.0780
H (0.1325, -4.2359, -2.0900)  0.0807
H (-0.9428, -3.2868, -1.0591)  0.0656
H (0.1690, -2.4704, -2.1058)  0.0543
H (0.3467, 0.8148, -7.2959)  0.0759
H (0.3242, 1.6922, -5.7497)  0.0772
H (-0.7776, 0.3374, -6.0129)  0.0707
H (2.7323, 1.2886, -5.3772)  0.0623
H (3.3664, -0.3561, -5.5045)  0.0730
H (2.7893, 0.4813, -6.9563)  0.0773
N (0.9080, 3.3373, 4.5170)  -0.0295
N (-0.3234, 3.0659, 3.8291)  -0.0588
H (1.4323, 4.0224, 3.9985)  0.0214
H (1.4552, 2.4868, 4.4703)  0.0357
H (-0.1682, 3.0890, 2.8258)  -0.0232
H (-0.8949, 3.8827, 3.9866)  0.0646
O (2.0364, 5.1235, 2.2058)  -0.3145
S (1.2325, 4.5075, 1.1791)  0.4133
O (-0.2936, 4.8829, 1.5090)  -0.3064
O (1.2644, 2.9711, 1.2636)  -0.6246
O (1.5811, 4.9706, -0.1480)  -0.2893
C (-0.0433, -0.7462, 0.8940)  -0.4749
Ge (1.2784, -1.0290, 2.2074)  0.7394
C (0.4560, -1.2044, 4.0254)  -0.2907
C (-0.3212, -0.1565, 4.5537)  -0.1285
C (-0.8507, -0.2025, 5.8420)  -0.0977
C (-0.6373, -1.3220, 6.6461)  -0.1126
C (0.1191, -2.3835, 6.1463)  -0.1094
C (0.6615, -2.3164, 4.8578)  -0.1125
C (2.0310, -2.9158, 2.0114)  -0.2596
C (3.1655, -3.4221, 2.6636)  -0.1245
C (3.6006, -4.7405, 2.4795)  -0.1235
C (2.9055, -5.5890, 1.6172)  -0.1406
C (1.7790, -5.1036, 0.9463)  -0.1195
C (1.3549, -3.7848, 1.1470)  -0.1293
C (2.9879, -0.1119, 2.7763)  -0.2638
C (3.9642, 0.1473, 1.7960)  -0.1261
C (5.1319, 0.8551, 2.0787)  -0.1149
C (5.3557, 1.3391, 3.3698)  -0.1236
C (4.4032, 1.1061, 4.3583)  -0.1076
C (3.2324, 0.3926, 4.0605)  -0.1167
H (0.4898, -0.9391, -0.0796)  -0.1687
H (-0.5104, 0.7256, 3.9663)  0.0659
H (-1.4102, 0.6500, 6.2232)  0.0902
H (-1.0493, -1.3647, 7.6503)  0.0818
H (0.2989, -3.2608, 6.7659)  0.0845
H (1.2523, -3.1553, 4.4918)  0.0861
H (3.7281, -2.7680, 3.3332)  0.0942
H (4.4762, -5.1073, 3.0108)  0.0819
H (3.2364, -6.6141, 1.4703)  0.0779
H (1.2295, -5.7589, 0.2711)  0.0797
H (0.4727, -3.3765, 0.6317)  0.0557
H (3.7940, -0.2190, 0.7805)  0.0845
H (5.8670, 1.0371, 1.2995)  0.0828
H (6.2568, 1.9007, 3.5970)  0.0827
H (4.5669, 1.4801, 5.3639)  0.0875
H (2.5017, 0.2256, 4.8491)  0.0865

Results
HOMO-LUMO gap ... 3.33 eV
Total charge ... -2

Entry 2:
C3H4N2OS | ωB97M-V/def2-TZVPD

Last column: Löwdin charge in e.
Cartesian coordinates (Å):
O (-1.9966, -1.0776, -0.0005)  0.0965
C (-0.8605, -0.3506, -0.0018)  -0.3571
C (-0.5756, 0.9664, 0.0074)  -0.0301
N (0.8224, 1.0355, -0.0046)  0.0401
C (1.3967, -0.1872, -0.0008)  -0.9123
S (3.0193, -0.5620, 0.0014)  0.5059
N (0.3393, -1.0490, -0.0009)  0.1283
H (-2.7366, -0.4628, 0.0022)  0.1191
H (-1.2002, 1.8350, 0.0024)  0.1131
H (1.3547, 1.8904, -0.0071)  0.1468
H (0.4372, -2.0381, 0.0023)  0.1497

Results
HOMO-LUMO gap ... 7.85 eV
Total charge ... 0
Structure (SMILES) ... Oc1c[nH]c(=S)[nH]1
Relative energy (zero: lowest compared OMol25 entry of this formula, charge and spin) ... 0.228 eV

Entry 3:
C5H6O | ωB97M-V/def2-TZVPD

Last column: Löwdin charge in e.
Cartesian coordinates (Å):
C (1.5876, -1.6769, -0.1415)  0.0351
C (0.7114, -0.7140, -0.1149)  -0.0501
C (-0.2347, 0.1959, -0.0525)  -0.2624
C (-0.1003, 1.5377, 0.6148)  -0.0449
C (-1.5449, -0.1702, -0.6465)  -0.2396
O (-2.5190, 0.5464, -0.5972)  0.0510
H (1.5822, -2.4171, 0.6535)  0.0675
H (2.3294, -1.7756, -0.9292)  0.0657
H (0.8265, 1.5991, 1.1898)  0.0812
H (-0.1067, 2.3386, -0.1316)  0.0878
H (-0.9526, 1.7071, 1.2791)  0.0838
H (-1.5789, -1.1710, -1.1238)  0.1251

Results
HOMO-LUMO gap ... 10.42 eV
Total charge ... 0
Structure (SMILES) ... C=C=C(C)C=O
Relative energy (zero: lowest compared OMol25 entry of this formula, charge and spin) ... 1.426 eV

Entry 4:
C4H6N2O | ωB97M-V/def2-TZVPD

Last column: Löwdin charge in e.
Cartesian coordinates (Å):
N (1.1193, -1.6565, 0.0667)  0.0692
C (0.3824, -0.4557, -0.1590)  -0.2951
C (-0.3393, 0.0353, -1.2866)  -0.0509
C (-0.9734, 1.1900, -0.9026)  -0.1333
N (-0.6740, 1.4227, 0.4244)  0.0859
C (0.1443, 0.4246, 0.8620)  -0.3672
O (0.4099, 0.1760, 2.1678)  0.0634
H (2.1146, -1.5531, -0.1123)  0.0829
H (0.7727, -2.4226, -0.4977)  0.0743
H (-0.3930, -0.4261, -2.2625)  0.0955
H (-1.6233, 1.8545, -1.4535)  0.1033
H (-1.0383, 2.1608, 1.0046)  0.1567
H (0.0981, -0.7499, 2.1488)  0.1155

Results
HOMO-LUMO gap ... 8.61 eV
Total charge ... 0
Structure (SMILES) ... Nc1cc[nH]c1O
Relative energy (zero: lowest compared OMol25 entry of this formula, charge and spin) ... 1.205 eV